(1)
This record from OMol25 describes a 2-piece molecular cluster, C4H12N2 overall. The level of theory is ωB97M-V/def2-TZVPD.

For the HOMO-LUMO gap, the calculation gives 7.237 eV. The value obtained for the LUMO energy is -0.06863 Eh. For the total energy, the calculation gives -268.9297 Eh. Its relative energy (zero: lowest compared OMol25 entry of this formula, charge and spin) is 5.078 eV.

ORCA input file:
```
! wB97M-V def2-TZVPD RIJCOSX def2/J DEFGRID3
* xyz 0 1
C -1.36756 -1.00005 1.51202
C -1.79989 -0.62816 0.07869
C -1.24877 -1.54639 -1.01090
N 0.82972 1.09393 -0.04700
C 1.79667 1.84509 -0.60333
N 3.22300 1.40348 -0.33691
H -2.03416 -0.47914 2.20568
H -0.38094 -0.56221 1.63522
H -1.44656 -2.06932 1.70159
H -2.88987 -0.62936 0.02300
H -1.42484 0.38336 -0.03665
H -0.17085 -1.39534 -1.10273
H -1.63194 -1.22073 -1.97012
H -1.49248 -2.56836 -0.75199
H 1.69437 1.98341 -1.69427
H 1.66307 2.84507 -0.14242
H 3.05553 0.53902 0.15945
H 3.62552 2.00572 0.38067
*
```

=====

(2)
This record from OMol25 describes C46H111InN7O17 as an isolated structure. The level of theory is ωB97M-V/def2-TZVPD.

For the HOMO-LUMO gap, the calculation gives 2.679 eV. The value obtained for the LUMO energy is -0.30246 Eh. For the total energy, the calculation gives -3671.1065 Eh.

ORCA input file:
```
! wB97M-V def2-TZVPD RIJCOSX def2/J DEFGRID3
* xyz 1 1
In -4.74255 1.11507 0.55918
C -0.70634 -1.85902 1.25553
C -1.65725 -0.82190 0.97837
C -1.18170 0.41224 -0.00453
O -1.88602 1.39687 -0.07787
C 0.08925 0.20272 -0.72592
C 0.92070 -0.77406 -0.34576
C 0.51038 -1.82828 0.68468
O 1.26907 -2.82757 1.04973
O 2.06396 -0.81158 -0.96382
O -2.76469 -0.78378 1.49736
H -0.95559 -2.64015 1.95846
H 0.32512 0.95197 -1.46713
C 0.33454 5.37883 -2.99795
C 0.56633 3.91240 -2.53987
C 2.02919 3.66327 -2.22323
O 2.78395 3.67716 -3.37495
C 4.10498 3.23211 -3.14851
N -0.19869 3.69456 -1.33237
H 0.84207 6.12480 -2.38636
H -0.74645 5.51822 -3.00996
H 0.64024 5.47217 -4.04003
H 0.26632 3.18099 -3.29030
H 2.17429 2.80904 -1.56192
H 2.36933 4.43441 -1.53202
H 4.55487 3.68547 -2.26523
H 4.72296 3.46143 -4.01661
H 4.19193 2.15404 -3.01319
H -0.32099 2.71041 -1.14111
H 0.33274 3.97018 -0.51891
C 3.21912 1.41175 -6.34391
C 1.78716 1.80511 -6.01602
C 1.23196 1.01450 -4.86954
O 1.08800 -0.36831 -5.19720
C 0.74784 -1.24305 -4.17457
N 1.66876 3.29952 -5.91672
H 3.53491 1.74631 -7.33206
H 3.39876 0.33671 -6.33334
H 3.89105 1.72937 -5.54658
H 1.22969 1.54134 -6.91477
H 0.23520 1.39577 -4.64775
H 1.76359 1.19623 -3.93549
H -0.00071 -0.82476 -3.50166
H 1.64733 -1.56421 -3.64932
H 0.24487 -2.07389 -4.66937
H 2.35489 3.69747 -6.54199
H 2.13166 3.42729 -5.02818
C 3.85400 -3.76692 -3.56562
C 3.43531 -4.23451 -2.16332
C 4.42508 -3.66882 -1.12426
O 5.73809 -4.13717 -1.27199
C 6.65411 -3.61554 -0.38485
N 2.09881 -3.82012 -1.95210
H 4.85901 -4.11890 -3.79837
H 3.90564 -2.67834 -3.58604
H 3.18677 -4.12260 -4.35074
H 3.42591 -5.32169 -2.08553
H 4.09464 -3.86008 -0.10332
H 4.43556 -2.58565 -1.24564
H 6.35281 -3.81707 0.64311
H 6.77501 -2.53473 -0.45790
H 7.65148 -4.03936 -0.50192
H 1.99946 -2.81876 -2.03869
H 1.83958 -4.02937 -0.99863
C -6.97040 -1.70108 -1.70456
C -5.70816 -2.31790 -1.10014
C -4.38962 -2.06747 -1.84827
O -3.93309 -0.66808 -1.75949
C -2.86043 -0.45552 -2.67611
N -5.62746 -1.84604 0.31462
H -7.83518 -2.14184 -1.20858
H -7.01170 -2.04856 -2.73686
H -6.91808 -0.62134 -1.56484
H -5.85839 -3.39608 -1.04483
H -4.48668 -2.36994 -2.89095
H -3.56145 -2.70261 -1.53386
H -1.90610 -0.88787 -2.37538
H -2.60456 0.60374 -2.65122
H -3.15621 -0.69725 -3.69698
H -4.87924 -2.44751 0.62848
H -6.36600 -2.39286 0.73370
C -4.77183 -5.75421 1.64360
C -4.32570 -4.53818 2.39077
C -3.53611 -4.83177 3.63377
O -4.28432 -5.50949 4.69455
C -3.50024 -5.99626 5.71822
N -3.59577 -3.66690 1.44146
H -5.44003 -5.43546 0.84360
H -5.38428 -6.36765 2.30443
H -3.93894 -6.31541 1.21998
H -5.22158 -4.09099 2.82150
H -2.98966 -3.94906 3.96593
H -2.72232 -5.48280 3.31439
H -3.05564 -6.97429 5.53414
H -4.18152 -6.06223 6.56652
H -2.71212 -5.31395 6.03668
H -3.07985 -2.92552 1.89345
H -2.92466 -4.20284 0.90998
C -1.07899 -2.74104 6.34534
C -0.60240 -2.52804 4.94832
O -1.16278 -1.35152 4.40427
H -0.65508 -2.02454 7.04892
H -0.71981 -3.67984 6.76692
H -2.16507 -2.65005 6.36186
H -0.80008 -3.43489 4.37679
H 0.45650 -2.28664 4.85585
H -0.79003 -1.28451 3.52214
C -0.19794 -7.33971 0.52418
C 0.20543 -6.07268 1.22248
O -0.55398 -5.00684 0.71169
H -1.21800 -7.61331 0.79383
H 0.49549 -8.17989 0.56117
H -0.14581 -7.33364 -0.56455
H 1.26647 -5.91667 1.02764
H 0.08290 -6.16474 2.30166
H -0.10701 -4.16992 0.85793
C 5.65500 -2.26930 3.41492
C 4.14558 -2.06903 3.17882
O 3.65912 -3.35022 2.82345
H 6.25648 -1.38008 3.60366
H 6.08119 -2.84661 2.59445
H 5.75629 -2.95470 4.25639
H 3.92448 -1.42964 2.32419
H 3.63996 -1.71653 4.07781
H 2.88004 -3.30271 2.26454
C 6.56696 1.50234 0.29058
C 5.44738 0.48114 0.39861
O 4.37473 0.97075 -0.42771
H 7.48038 1.20693 0.80681
H 6.19821 2.41686 0.75512
H 6.94551 1.63889 -0.72241
H 5.04940 0.45771 1.41309
H 5.69287 -0.55318 0.15774
H 3.69630 0.29603 -0.50578
C -5.34973 1.79953 -3.47566
O -4.71576 2.20882 -2.26442
C -3.95624 3.41911 -2.48324
C -3.49579 4.05817 -1.14104
N -4.56779 4.07282 -0.13435
C -4.13466 4.82168 1.10483
C -2.88387 4.32822 1.83356
O -3.03585 2.91494 2.08787
C -1.94026 2.46967 2.87012
H -5.70001 0.78170 -3.30409
H -4.63484 1.65172 -4.28510
H -6.11810 2.50129 -3.80006
H -4.52810 4.22646 -2.94068
H -3.09361 3.26659 -3.13185
H -3.07612 5.03983 -1.36083
H -2.67493 3.44695 -0.76593
H -5.28107 4.68222 -0.50846
H -5.01971 4.83319 1.74096
H -3.98342 5.87961 0.89033
H -2.81997 4.81970 2.80437
H -1.92225 4.52769 1.36071
H -2.00547 2.88073 3.87753
H -0.96311 2.75441 2.47999
H -1.78620 1.39213 2.92735
C -0.08460 7.60856 3.27375
O -0.72541 7.03099 2.18536
C 0.01897 7.00642 0.97437
C 1.36665 6.26359 0.98079
N 1.00778 4.86397 1.30266
C 2.22724 4.08278 1.46032
C 2.03749 2.59781 1.55495
O 1.51222 2.34402 2.88870
C 1.39742 0.95649 3.17837
H 0.85292 7.14616 3.58256
H -0.71037 7.51164 4.16094
H 0.13952 8.66135 3.10202
H 0.21793 8.07108 0.85177
H -0.70589 6.64902 0.24297
H 2.06045 6.74200 1.67206
H 1.83114 6.34869 -0.00161
H 0.40096 4.74031 2.10052
H 2.72079 4.38254 2.38480
H 2.88788 4.36990 0.64226
H 2.94804 2.00925 1.44273
H 1.31220 2.25204 0.81840
H 1.31741 0.80857 4.25532
H 2.26471 0.38017 2.85626
H 0.53140 0.48126 2.71765
*
```

=====

(3)
This record from OMol25 describes a 2-piece molecular cluster, H2N6O overall. The level of theory is ωB97M-V/def2-TZVPD.

For the HOMO-LUMO gap, the calculation gives 9.087 eV. The value obtained for the LUMO energy is -0.00549 Eh. For the total energy, the calculation gives -404.7286 Eh. Its relative energy (zero: lowest compared OMol25 entry of this formula, charge and spin) is 2.139 eV.

ORCA input file:
```
! wB97M-V def2-TZVPD RIJCOSX def2/J DEFGRID3
* xyz 0 1
N -1.50439 -1.87465 1.17204
N -1.09310 -1.67029 0.15132
N 1.44486 0.21752 0.53778
N 0.48245 0.91529 0.83651
N -0.45638 -1.50564 -0.83715
N 1.89154 -0.84953 0.40972
O 2.69379 -1.50652 -0.19167
H 0.66110 1.63001 1.53682
H -0.88585 -1.19204 -1.68811
*
```

=====

(4)
This record from OMol25 describes CHF4HgNO3S as an isolated structure. The level of theory is ωB97M-V/def2-TZVPD.

For the HOMO-LUMO gap, the calculation gives 9.573 eV. The value obtained for the LUMO energy is -0.01868 Eh. For the total energy, the calculation gives -1270.0358 Eh.

ORCA input file:
```
! wB97M-V def2-TZVPD RIJCOSX def2/J DEFGRID3
* xyz 0 1
N 0.66497 -1.29397 -0.24350
S 0.92523 0.17519 0.25789
O 0.27744 1.30053 -0.49991
O 2.25312 0.35688 0.81450
C -0.18538 0.07710 1.81782
F -0.19970 -1.13635 2.35291
F 0.33995 0.89843 2.71755
F -1.42472 0.47505 1.57296
F -1.24216 1.36294 -3.65523
Hg -0.48806 0.74485 -2.19128
O -0.17748 -1.08945 -1.45045
H -0.74320 -1.87119 -1.49325
*
```